This record from the Open Molecules 2025 dataset describes a structure of composition C24H43ClMoP2 in a non-equilibrium geometry. The level of theory is wB97M-V/def2-TZVPD.

Results
E in hartree: -2150.55005
2S+1: 3
Expectation value of S²: 2.145
Orbital gap (alpha / beta) in eV: 3.108 / 3.905
Net charge: +2

Last column: Löwdin spin population.
CARTESIAN COORDINATES (ANGSTROEM)
1 Mo 2.0553 -0.2862 -1.3117  1.89
2 C -0.1392 -0.6940 0.3247  -0.04
3 C 0.1169 -1.7923 -0.5217  0.02
4 C 2.0886 -1.3181 0.6614  -0.04
5 C 1.0988 -0.3082 0.9605  0.03
6 C 1.5076 -2.1955 -0.3663  -0.02
7 C -1.4732 -0.1501 0.6763  -0.01
8 H -2.2142 -0.3234 -0.1265  0.00
9 H -1.4478 0.9264 0.9053  0.00
10 H -1.8526 -0.6563 1.5756  0.00
11 C 1.2070 0.7638 1.9930  0.01
12 H 0.7686 1.7187 1.6540  0.00
13 H 2.2546 0.9506 2.2523  0.00
14 H 0.6794 0.4547 2.9139  0.00
15 C 3.3915 -1.5268 1.3610  0.00
16 H 3.2310 -2.1549 2.2476  0.00
17 H 3.8307 -0.5849 1.6926  0.00
18 H 4.1092 -2.0394 0.7161  0.00
19 C 2.1140 -3.4837 -0.8407  0.01
20 H 1.9337 -4.3134 -0.1429  0.00
21 H 3.1995 -3.3686 -0.9352  0.00
22 H 1.6970 -3.7817 -1.8068  0.00
23 C -0.8796 -2.5567 -1.3132  0.01
24 H -0.8005 -3.6212 -1.0615  0.00
25 H -0.7337 -2.4700 -2.3972  0.00
26 H -1.8959 -2.2240 -1.1005  0.00
27 C -3.5504 3.2087 -2.4104  0.00
28 C -4.5825 2.6296 -3.0460  0.00
29 C -4.6047 1.7737 -4.2560  0.00
30 C -3.2890 1.7523 -5.0916  0.00
31 C -2.4214 0.6808 -4.4775  0.03
32 C -2.5315 0.5316 -3.1404  -0.03
33 C -1.7566 1.4276 -2.2683  0.00
34 C -2.0845 2.9274 -2.6256  0.00
35 H -5.4264 2.0658 -4.9159  0.00
36 H -2.8664 2.7661 -5.1017  0.00
37 H -4.8252 0.7209 -3.9821  0.00
38 H -1.8166 3.1380 -3.6679  0.00
39 H -3.7294 3.8955 -1.5677  0.00
40 H -5.6042 2.7630 -2.6779  0.00
41 H -1.4352 3.6008 -2.0403  0.00
42 H -1.8455 1.2147 -1.1980  0.00
43 H -3.2461 -0.2248 -2.7463  0.00
44 H -0.6878 1.2519 -2.5071  0.00
45 H -3.4666 1.4852 -6.1506  0.00
46 H -2.3362 -0.1996 -5.1222  0.00
47 P 0.0568 0.7668 -4.5994  0.03
48 C 0.1812 2.5010 -5.2736  0.00
49 C -0.0737 -0.0404 -6.2700  0.00
50 P 2.4380 -0.9168 -3.4247  0.06
51 C 1.8632 0.6644 -4.1650  0.03
52 C 1.5287 -2.1856 -4.3210  0.01
53 C 4.1242 -1.2344 -4.0047  0.00
54 H 0.4393 3.2102 -4.4682  0.00
55 H -0.7460 2.8413 -5.7542  0.00
56 H 0.9860 2.5223 -6.0341  0.00
57 H 0.4422 0.6079 -6.9948  0.00
58 H -1.1338 -0.0993 -6.5604  0.00
59 H 0.3424 -1.0563 -6.2625  0.00
60 H 4.0810 -1.8260 -4.9253  0.00
61 H 4.6163 -1.8246 -3.2214  0.00
62 H 4.6151 -0.2685 -4.1476  0.00
63 H 1.9960 1.4765 -3.4317  0.00
64 H 2.4636 0.9461 -5.0504  0.00
65 H 1.6297 -3.1327 -3.7774  0.00
66 H 2.0200 -2.2701 -5.3056  0.00
67 H 0.4637 -1.9690 -4.4795  0.00
68 Cl 2.9964 2.6121 -1.2453  0.03
69 C 3.4813 1.0708 -0.4883  -0.03
70 H 4.4963 0.8013 -0.8588  0.00
71 H 3.5118 1.2170 0.6073  0.00